# 1
{
  "formula": "CH2FN2O2",
  "method": "ωB97M-V/def2-TZVPD",
  "lumo_ev": 4.5,
  "multiplicity": 1,
  "e_homo_ev": -5.3,
  "homo_lumo_gap_ev": 9.752,
  "charge": -1,
  "species": ["C", "N", "N", "O", "O", "F", "H", "H"],
  "xyz": [[0.33583, 0.72659, 1.63395], [-0.28170, -0.69356, -2.15349], [-1.23330, -0.45418, -1.42462], [-0.82092, 0.72120, 1.31639], [1.06485, 0.78095, 2.57403], [1.29464, 0.58123, 0.31294], [0.58236, -1.06248, -1.76356], [-0.94176, -0.59974, -0.49564]],
  "atomic_forces_ev_per_a": [[0.92, -0.18, -0.85], [-0.37, -0.05, -2.89], [0.09, 0.10, -0.86], [-0.49, -0.08, -0.37], [0.36, 0.13, 0.92], [-0.78, -0.09, 0.30], [0.23, 0.21, 1.33], [0.03, -0.04, 2.41]],
  "mulliken_charge": [0.662, -0.303, -0.183, -0.600, -0.562, -0.486, 0.240, 0.232]
}

=====

# 2
{
  "formula": "CH2FN2O2",
  "method": "ωB97M-V/def2-TZVPD",
  "lumo_ev": 4.5,
  "multiplicity": 1,
  "e_homo_ev": -4.5,
  "homo_lumo_gap_ev": 8.967,
  "charge": -1,
  "species": ["O", "C", "O", "N", "N", "F", "H", "H"],
  "xyz": [[1.24470, 1.75969, 0.76202], [0.12008, 1.32699, 0.41679], [-0.99527, 1.78974, 0.13610], [0.24007, -0.10624, 0.34201], [-0.74041, -1.07567, -0.20135], [-0.39260, -1.21071, -1.63738], [1.13737, -0.45345, 0.05551], [-0.61393, -2.03035, 0.12630]],
  "atomic_forces_ev_per_a": [[-0.81, 0.74, -0.16], [-0.31, 0.06, -0.61], [0.74, 0.48, 0.48], [-1.73, -5.28, -0.71], [0.72, 3.82, 0.33], [-0.16, -0.46, 0.35], [0.54, 0.37, 0.31], [1.01, 0.28, 0.02]],
  "mulliken_charge": [-0.741, 0.567, -0.688, -0.102, -0.210, -0.291, 0.232, 0.233]
}

=====

# 3
{
  "formula": "CH2FN3O2S",
  "method": "ωB97M-V/def2-TZVPD",
  "lumo_ev": -1.2,
  "multiplicity": 1,
  "e_homo_ev": -10.2,
  "homo_lumo_gap_ev": 9.041,
  "species": ["C", "N", "N", "N", "O", "O", "F", "S", "H", "H"],
  "xyz": [[0.94730, -0.87237, 0.63030], [-0.10770, -0.27623, 0.40684], [1.74973, -1.04465, -1.32766], [1.68867, 0.08255, -1.92831], [0.52075, 0.62628, -1.85231], [2.60575, 0.69260, -2.47474], [3.09240, -1.59157, -1.26808], [1.92276, -1.64141, 1.55252], [-0.04585, 0.25703, -0.50727], [-0.60281, -0.10878, 1.32259]],
  "atomic_forces_ev_per_a": [[3.44, -2.69, 0.99], [-2.49, 1.37, 1.44], [0.45, -2.61, 1.13], [1.12, 3.71, -1.27], [0.27, -0.69, 0.00], [-0.60, -1.35, 0.48], [-1.89, 1.52, -0.20], [0.27, -0.11, 0.17], [-0.71, 0.56, -0.94], [0.13, 0.28, -1.81]],
  "mulliken_charge": [0.434, -0.224, -0.336, 1.100, -0.701, -0.589, -0.195, -0.208, 0.430, 0.290]
}

=====

# 4
{
  "formula": "CH2FN5",
  "method": "ωB97M-V/def2-TZVPD",
  "lumo_ev": -1.1,
  "multiplicity": 1,
  "e_homo_ev": -10.1,
  "homo_lumo_gap_ev": 9.041,
  "species": ["C", "N", "N", "N", "N", "N", "F", "H", "H"],
  "xyz": [[-1.75998, 1.65096, 0.99734], [-2.49762, 2.50448, 1.07081], [-0.99262, 0.65491, 0.84845], [-0.46514, 0.30080, -0.20493], [1.20188, -0.96828, -1.26598], [0.35934, -0.59099, -0.22698], [0.67527, -1.14365, 1.30431], [1.37072, -1.92388, -1.38841], [2.10815, -0.48434, -1.13462]],
  "atomic_forces_ev_per_a": [[-0.73, 0.47, -1.61], [-1.96, 2.51, 0.74], [2.47, -3.01, 1.94], [-1.14, 2.18, -1.33], [0.01, 3.56, 2.02], [2.43, -4.06, 0.74], [0.16, 0.50, -2.66], [-0.53, -1.85, 0.36], [-0.70, -0.30, -0.19]],
  "mulliken_charge": [0.413, -0.361, -0.362, 0.160, -0.464, 0.442, -0.378, 0.265, 0.284]
}

=====

# 5
{
  "formula": "CH2FNO2S",
  "method": "ωB97M-V/def2-TZVPD",
  "lumo_ev": 0.2,
  "multiplicity": 1,
  "e_homo_ev": -10.6,
  "homo_lumo_gap_ev": 10.761,
  "species": ["C", "N", "O", "O", "F", "S", "H", "H"],
  "xyz": [[0.61269, 0.37721, 0.14474], [0.42033, -1.16067, -0.50308], [-1.64408, 0.87022, -0.97551], [-0.26095, 0.50932, 1.16314], [0.55412, -1.88942, 0.63741], [-0.68599, 1.50044, -0.11997], [1.62340, 0.83280, 0.38629], [-0.61952, -1.03991, -0.73303]],
  "atomic_forces_ev_per_a": [[2.41, -2.37, -1.39], [-0.05, 4.98, -0.87], [-1.51, -0.34, -0.91], [-1.47, 0.71, 1.88], [-0.44, -1.03, 1.04], [0.50, 0.32, 0.26], [-0.80, -1.43, -0.76], [1.37, -0.83, 0.76]],
  "mulliken_charge": [0.102, -0.270, -0.526, -0.300, -0.158, 0.511, 0.322, 0.320]
}

=====

# 6
{
  "formula": "CH2FNOS",
  "method": "ωB97M-V/def2-TZVPD",
  "lumo_ev": [-1.1, -1.1],
  "multiplicity": 1,
  "e_homo_ev": [-9.8, -9.8],
  "homo_lumo_gap_ev": [8.638, 8.661],
  "species": ["C", "N", "O", "F", "S", "H", "H"],
  "xyz": [[1.15610, 0.25005, 0.43405], [-1.04665, -1.15137, 0.08265], [3.67076, -0.17535, -0.01206], [-0.67527, -2.48437, 0.02201], [2.34313, -0.76976, -0.05344], [0.57514, 0.83918, 0.98522], [-1.50180, -0.88857, -0.76640]],
  "atomic_forces_ev_per_a": [[3.50, -4.51, -2.83], [1.10, -0.32, 2.66], [0.78, 0.01, 0.02], [-0.56, 1.09, -0.78], [-2.52, 1.92, 0.69], [-2.06, 2.43, 1.97], [-0.25, -0.64, -1.72]],
  "mulliken_charge": [-0.329, -0.143, -0.480, -0.121, 0.309, 0.534, 0.230]
}

=====

One value per record, in order, for energy above the lowest of the compared OMol25 structures with the same formula, charge and spin: 34.07; 196.85; 48.94; 106.57; 360.41; 733.80 kJ/mol.